[1]
C26H29F2N4 | the ωB97M-V functional and the def2-TZVPD basis

XYZ file:
```
61
Properties=species:S:1:pos:R:3:forces:R:3:mulliken_charge:R:1
C -5.95706 2.38140 -0.38465 -0.363 0.484 -0.299 -1.4576
C -4.81101 2.12004 0.51485 0.468 0.238 0.219 0.9391
C -4.54653 0.82744 0.95676 -0.048 -1.221 0.119 0.2437
F -5.35584 -0.17042 0.47621 0.675 0.838 0.616 -0.3237
C -3.53638 0.49853 1.83846 0.079 0.423 -0.254 -0.8976
C -2.61995 1.51928 2.24898 -0.890 0.224 -0.438 0.9267
C -1.47861 1.33526 3.06201 -0.048 -0.095 0.017 0.1212
C -0.90563 0.15427 3.58554 0.587 -0.796 0.231 1.0602
C -1.29550 -1.18411 3.26085 0.226 0.135 0.398 -0.7393
C -0.71610 -2.23137 3.94850 -0.876 -0.522 -0.662 0.1104
F -1.17174 -3.50532 3.72098 0.447 1.177 0.019 -0.3217
C 0.31851 -2.08712 4.86797 0.008 0.560 -0.032 0.9776
C 0.91161 -3.27702 5.51855 0.491 -0.208 0.416 -1.4466
C 0.76890 -0.78063 5.12378 -0.093 -0.233 -0.002 -0.6757
C 0.16768 0.30197 4.51723 -0.262 0.422 -0.290 -0.8184
C -2.89910 2.84835 1.80553 0.475 -0.137 0.346 -0.7844
C -3.95771 3.13870 0.97162 -0.187 -0.158 -0.091 -0.7029
H -6.04664 3.45543 -0.54507 -0.069 -0.047 -0.056 0.3810
H -5.83203 1.90629 -1.36241 0.051 -0.081 0.166 0.3241
H -6.90180 2.02164 0.03428 0.186 -0.081 -0.004 0.3383
H -3.46357 -0.51178 2.21608 -0.265 0.216 -0.224 0.5283
H -0.97544 2.25853 3.35954 -0.060 -0.232 -0.164 0.1323
H -2.01697 -1.38822 2.48179 0.266 -0.214 0.231 0.5618
H 1.72744 -2.95789 6.16656 -0.010 -0.106 0.009 0.3806
H 0.18587 -3.81789 6.13357 -0.035 0.088 -0.175 0.3331
H 1.31670 -3.98732 4.79121 -0.171 0.107 -0.006 0.3263
H 1.59879 -0.64317 5.81788 -0.268 0.027 -0.191 0.3304
H 0.50675 1.31529 4.73802 -0.037 -0.297 -0.008 0.3745
H -2.23898 3.64355 2.15516 -0.148 -0.170 -0.223 0.3913
H -4.14984 4.16296 0.65049 0.102 -0.278 0.128 0.3395
C 0.49899 1.45597 -3.09935 0.218 0.109 0.173 -1.2148
N 1.72128 2.07333 -2.61855 -0.031 -0.719 -0.780 -0.0208
C 2.55396 2.67765 -3.63152 -0.315 0.492 -0.019 -0.6343
C 3.97703 2.86462 -3.13702 0.242 -0.548 0.075 -0.7784
N 4.01314 3.41662 -1.80087 0.715 0.218 -0.672 -0.0410
C 5.09219 4.31525 -1.45551 -0.246 0.549 -0.067 -0.7791
C 5.49881 4.17617 0.00037 0.184 -0.526 0.143 -0.6408
N 4.34494 4.12765 0.86627 0.471 0.838 0.317 -0.0218
C 4.60413 4.41548 2.26499 -0.129 -0.071 -0.231 -1.2072
C 3.21117 3.48009 0.46827 -0.979 -0.907 0.061 0.4515
C 2.18162 3.11647 1.37331 0.389 -0.041 -1.066 -0.7545
N 1.09773 2.48261 0.94407 -0.997 -0.311 0.942 -0.3847
C 0.90072 2.13027 -0.31944 1.019 0.490 -0.276 -0.8539
C 1.88196 2.40969 -1.30582 -0.359 0.487 1.234 0.4128
C 3.05046 3.10697 -0.89406 -0.906 -0.287 0.845 1.0760
H 0.15912 0.68712 -2.39960 0.078 0.040 -0.194 0.3746
H -0.31722 2.18045 -3.24063 0.057 -0.041 0.028 0.3424
H 0.71926 0.98916 -4.06414 -0.150 0.007 0.173 0.3604
H 2.53398 2.00948 -4.49964 0.169 0.239 0.034 0.3922
H 2.14661 3.65833 -3.94111 0.065 -0.183 -0.006 0.2993
H 4.47800 1.87951 -3.15872 -0.007 0.253 -0.021 0.2627
H 4.52012 3.53834 -3.80761 -0.123 -0.132 0.043 0.4851
H 5.94744 4.09937 -2.10388 -0.087 0.065 0.149 0.4811
H 4.78642 5.36384 -1.62566 0.107 -0.220 -0.069 0.2678
H 6.11743 3.26713 0.11979 -0.057 0.182 -0.012 0.3000
H 6.09618 5.03916 0.31538 0.047 -0.170 -0.236 0.3950
H 3.69221 4.76161 2.75927 0.206 0.055 -0.067 0.3707
H 4.98652 3.54253 2.81526 -0.046 0.051 -0.049 0.3431
H 5.35659 5.20877 2.30878 -0.161 -0.111 0.113 0.3586
H 2.24275 3.33690 2.44267 -0.001 -0.077 -0.439 0.1439
H -0.04166 1.62906 -0.56054 0.392 0.206 0.081 0.2616
```
Positions in Å, forces in eV/Å.

Summary:
electronic energy: -38820.81484 eV
net charge: +1
E_LUMO: -5.48 eV
orbital gap: 0.12298 Ha
energy relative to the best compared isomer or geometry (same formula, charge and spin): 77.46 kJ/mol



[2]
C4H3NO2S | the ωB97M-V functional and the def2-TZVPD basis

XYZ file:
```
11
Properties=species:S:1:pos:R:3:forces:R:3:mulliken_charge:R:1
C 3.00826 -0.68633 -0.00029 -1.150 0.693 0.007 0.3727
C 1.96584 -0.08293 -0.00019 0.636 -0.292 0.028 -0.4814
C 0.73634 0.67694 0.00453 -0.164 0.521 -0.091 0.2139
O 0.69277 1.89083 -0.00251 0.057 -0.715 0.033 -0.5358
C -0.56095 -0.15825 0.00016 -0.220 -0.537 0.025 0.5429
O -0.55506 -1.38272 -0.00253 -0.010 0.855 0.006 -0.6364
N -1.65993 0.62448 0.00080 0.267 -0.266 -0.003 -0.2607
S -3.25235 -0.02522 0.00017 0.185 0.167 -0.004 -0.1380
H 3.92529 -1.19824 0.00265 0.486 -0.315 -0.006 0.4262
H -1.51335 1.62463 -0.00484 -0.110 -0.037 0.007 0.3248
H -2.78686 -1.28318 0.00205 0.022 -0.075 -0.001 0.1717
```
Positions in Å, forces in eV/Å.

Summary:
electronic energy: -20614.28909 eV
E_LUMO: -0.85 eV
orbital gap: 0.30347 Ha
energy relative to the best compared isomer or geometry (same formula, charge and spin): 266.87 kJ/mol



[3]
C2H2BrI3 | the ωB97M-V functional and the def2-TZVPD basis

XYZ file:
```
8
Properties=species:S:1:pos:R:3:forces:R:3:mulliken_charge:R:1
C -0.92800 0.49098 -0.58094 1.918 -0.982 2.328 -0.5474
C 0.66200 -0.36195 0.68782 -2.125 0.936 -2.652 -0.7703
Br -0.04060 0.57767 -2.30180 -1.437 0.079 0.878 -0.0555
I 0.19525 -0.11663 2.69968 -0.091 0.064 0.121 0.2093
I 2.33251 0.71716 -0.01519 0.454 -0.193 0.707 0.2136
I 0.60887 -2.41148 0.00918 0.146 0.514 0.316 0.1853
H -1.20200 1.47571 -0.06210 0.544 -1.485 -1.154 0.3545
H -1.62803 -0.37145 -0.43665 0.592 1.067 -0.544 0.4104
```
Positions in Å, forces in eV/Å.

Summary:
electronic energy: -96447.91488 eV
E_LUMO: -0.92 eV
orbital gap: 0.29404 Ha
energy relative to the best compared isomer or geometry (same formula, charge and spin): 187.08 kJ/mol



| no. | highest occupied orbital energy (eV) |
| --- | --- |
| 1 | -8.8 |
| 2 | -9.1 |
| 3 | -8.9 |